Model w:
8
Properties=species:S:1:pos:R:3 method="wB97M-V/def2-TZVPD" gap_ev="7.90 / 8.31" total_charge=0
N 0.134 -1.039 -0.913
C 0.457 -0.002 -0.019
O 0.956 1.157 -0.510
N -1.328 0.367 0.063
O -1.909 0.167 1.051
O 0.970 -0.698 0.894
H 1.470 1.587 0.189
H -0.750 -1.538 -0.755

Model x:
8
Properties=species:S:1:pos:R:3 method="wB97M-V/def2-TZVPD" gap_ev=11.35 total_charge=0
C -1.443 -0.779 0.076
N -2.326 0.132 -0.426
N 0.005 -0.068 0.212
O -1.636 -1.916 0.188
O -2.809 1.110 0.348
O -3.684 0.137 -0.073
H 0.324 0.459 -0.740
H 0.604 -0.890 0.230

Model y:
8
Properties=species:S:1:pos:R:3 method="wB97M-V/def2-TZVPD" gap_ev="8.65 / 8.65" total_charge=0
C 1.192 -0.144 0.081
N -0.048 -0.444 -0.054
N -1.153 0.607 -0.056
O -0.381 -1.716 -0.111
O -0.767 1.738 -0.211
O -2.199 0.096 0.019
H 1.828 -1.002 -0.153
H 1.527 0.864 0.485

Model z:
8
Properties=species:S:1:pos:R:3 method="wB97M-V/def2-TZVPD" gap_ev=10.39 total_charge=0
C -0.819 1.103 -0.943
N 0.284 -0.243 1.231
N 0.851 -1.157 0.616
O 1.052 -1.910 -0.199
O 1.045 -1.149 2.099
O -0.434 0.327 -1.774
H -1.673 0.973 -0.316
H -0.308 2.056 -0.713

Stability ranking, top entry: model w; the second entry is 0.743 eV less favorable.

Model w:
13
Properties=species:S:1:pos:R:3 method="wB97M-V/def2-TZVPD" gap_ev=8.43 total_charge=+1
C 0.000 1.261 1.637
C 0.337 2.410 2.091
C -0.443 0.074 1.270
C -0.351 -0.624 -0.128
N 0.547 -1.586 -0.323
N 0.114 0.714 -1.259
H -1.162 -0.517 2.294
H -1.433 -0.923 -0.260
H 0.244 -2.338 -0.927
H 1.519 -1.399 -0.113
H 0.684 0.319 -1.989
H 0.647 1.354 -0.602
H -0.704 1.255 -1.692

Model x:
13
Properties=species:S:1:pos:R:3 method="wB97M-V/def2-TZVPD" gap_ev="8.98 / 8.98" total_charge=+1
C -0.693 0.048 -0.013
C 2.629 -0.111 0.422
C -0.393 -0.885 -0.929
C -2.054 0.606 0.428
N 0.389 0.624 0.494
N 1.426 0.116 0.484
H 3.005 0.111 -0.627
H 3.348 -0.290 1.178
H 0.554 -1.310 -1.346
H -1.243 -1.095 -1.653
H -1.810 0.752 1.439
H -2.902 -0.085 0.192
H -2.255 1.518 -0.070

Model y:
13
Properties=species:S:1:pos:R:3 method="wB97M-V/def2-TZVPD" gap_ev=11.17 total_charge=+1
C 1.529 -0.467 1.462
C 0.549 -0.134 0.404
C 0.529 0.868 -0.506
N -0.686 0.803 -1.158
C -1.408 -0.183 -0.666
N -0.674 -0.762 0.280
H 2.539 -0.159 1.173
H 1.605 -1.538 1.626
H 1.314 0.061 2.393
H 1.283 1.576 -0.791
H -0.971 1.492 -1.841
H -2.413 -0.485 -0.898
H -0.957 -1.614 0.754

Model z:
13
Properties=species:S:1:pos:R:3 method="wB97M-V/def2-TZVPD" gap_ev=8.23 total_charge=+1
C 2.053 -0.518 0.040
C 2.970 0.351 -0.177
C 0.877 -1.090 0.293
C -0.392 -0.336 0.236
N -1.430 -0.827 -0.448
N -0.113 1.215 -0.151
H 0.807 -2.122 0.743
H -0.907 -0.198 1.700
H -2.352 -0.360 -0.204
H -1.309 -0.881 -1.494
H -0.682 1.583 -1.011
H 0.864 1.364 -0.183
H -0.385 1.818 0.659

Stability ranking, top entry: model y; the second entry is 5.456 eV less favorable.

Model w:
47
Properties=species:S:1:pos:R:3 method="wB97M-V/def2-TZVPD" gap_ev=7.87 total_charge=0
C 5.689 0.473 -0.227
C 4.554 0.240 0.763
C 3.205 0.142 0.057
H 3.222 -0.685 -0.657
C 2.065 -0.056 1.058
N 0.774 -0.197 0.418
C 0.124 0.961 0.051
N 0.740 2.103 0.262
N 0.157 3.249 -0.012
C -1.052 3.273 -0.518
C -1.784 2.096 -0.771
C -1.191 0.885 -0.481
N -1.788 -0.350 -0.643
C -0.971 -1.492 -0.647
C -1.392 -2.693 -1.198
C -0.592 -3.826 -1.155
C 0.656 -3.758 -0.576
C 1.117 -2.554 -0.067
C 0.326 -1.411 -0.094
H 2.105 -2.517 0.357
H 1.288 -4.632 -0.529
H -0.955 -4.749 -1.579
H -2.354 -2.770 -1.680
C -3.230 -0.419 -0.737
H -3.527 -1.439 -0.975
H -3.579 0.225 -1.551
C -3.912 -0.016 0.578
C -3.622 -0.993 1.725
O -2.364 -0.809 2.321
H -1.674 -0.987 1.672
H -3.734 -2.029 1.368
H -4.342 -0.829 2.530
H -3.582 0.979 0.885
H -4.988 0.016 0.408
H -2.784 2.174 -1.167
C -1.647 4.613 -0.808
H -0.934 5.388 -0.544
H -1.894 4.696 -1.866
H -2.562 4.754 -0.234
H 2.239 -0.928 1.691
H 1.997 0.831 1.692
H 3.014 1.063 -0.495
H 4.742 -0.680 1.322
H 4.522 1.063 1.479
H 5.747 -0.344 -0.943
H 6.642 0.542 0.292
H 5.529 1.398 -0.775

Model x:
47
Properties=species:S:1:pos:R:3 method="wB97M-V/def2-TZVPD" gap_ev=8.42 total_charge=0
N -1.075 0.631 2.880
N -1.184 1.530 5.057
O 0.915 1.518 2.319
C -0.154 0.741 1.969
C 1.367 3.266 8.197
C 1.563 3.458 6.832
C -0.452 2.153 6.012
C -0.589 1.413 3.886
C 1.379 2.619 4.498
C 0.669 1.891 3.586
C 0.805 2.772 5.777
N -0.274 0.054 0.747
N -0.276 -1.663 -3.152
C 0.068 -2.924 -3.902
C -0.007 -0.438 -3.916
C 0.824 0.246 -0.247
C -1.510 -0.650 0.371
C -0.628 -2.967 -5.259
C -0.782 -0.462 -5.237
C -0.374 -1.693 -6.035
C 0.994 -1.056 -1.031
C -1.565 -0.793 -1.205
C -0.311 -1.626 -1.682
H 1.973 3.802 8.929
H 0.565 2.637 8.576
H 2.363 4.129 6.521
H -0.870 2.270 6.978
H 2.371 2.991 4.278
H 1.138 -3.023 -4.026
H -0.271 -3.787 -3.309
H -0.287 0.408 -3.321
H 1.060 -0.410 -4.079
H 1.747 0.492 0.258
H 0.617 1.079 -0.973
H -1.511 -1.664 0.796
H -2.441 -0.152 0.691
H -1.709 -3.083 -5.121
H -0.203 -3.789 -5.851
H -1.880 -0.494 -5.092
H -0.515 0.418 -5.813
H -0.936 -1.720 -7.009
H 0.691 -1.612 -6.219
H 1.430 -1.840 -0.389
H 1.748 -0.870 -1.814
H -1.599 0.192 -1.628
H -2.485 -1.324 -1.500
H -0.399 -2.671 -1.349

Stability ranking, top entry: model w; the second entry is 0.988 eV less favorable.

Model w:
95
Properties=species:S:1:pos:R:3 method="wB97M-V/def2-TZVPD" gap_ev=4.91 total_charge=-2
Cs -0.581 0.719 -0.947
O -2.836 3.925 3.239
C -2.226 3.770 2.174
N -2.716 3.400 1.011
C -3.864 3.629 0.406
O -4.544 4.661 0.435
C -4.264 2.530 -0.561
C -5.545 2.581 -1.116
C -5.883 1.679 -2.105
C -4.941 0.739 -2.494
C -3.721 0.724 -1.832
N -3.388 1.592 -0.894
C -0.711 3.848 2.201
C -0.098 4.214 3.402
C 1.278 4.307 3.461
C 2.005 4.020 2.314
C 1.305 3.663 1.170
N -0.010 3.587 1.107
H -6.232 3.340 -0.768
H -6.860 1.709 -2.573
H -5.148 0.040 -3.293
H -2.974 -0.016 -2.082
H -0.727 4.414 4.257
H 1.780 4.589 4.380
H 3.085 4.085 2.302
H 1.829 3.423 0.254
C 0.243 2.208 -5.307
C 0.082 1.143 -4.210
O 0.381 1.468 -3.041
C -0.397 -0.084 -4.666
C -0.715 -1.222 -3.900
C -1.339 -2.401 -4.626
N -0.524 -1.268 -2.615
N -1.001 -2.410 -2.005
C -0.993 -2.440 -0.699
O -0.569 -1.558 0.126
C -1.648 -3.669 -0.180
C -1.895 -3.821 1.185
C -2.582 -4.919 1.662
C -3.045 -5.892 0.789
C -2.791 -5.761 -0.571
C -2.096 -4.670 -1.046
H 0.411 3.173 -4.838
H -0.645 2.261 -5.932
H 1.099 1.974 -5.938
H -0.588 -0.165 -5.730
H -1.302 -2.272 -5.704
H -2.373 -2.512 -4.305
H -0.817 -3.312 -4.343
H -1.546 -3.046 1.853
H -2.769 -5.026 2.725
H -3.606 -6.742 1.157
H -3.145 -6.520 -1.260
H -1.894 -4.546 -2.098
O 1.756 -1.555 1.222
C 1.272 -1.807 2.512
C 2.009 -0.959 3.551
C 1.676 0.532 3.373
C 0.238 0.795 3.722
C -0.187 0.968 5.036
C -1.545 1.095 5.283
C -2.429 1.054 4.218
C -1.901 0.928 2.940
N -0.610 0.808 2.705
H 0.930 -1.549 0.639
H 1.405 -2.876 2.754
H 0.208 -1.570 2.563
H 3.086 -1.104 3.423
H 1.729 -1.297 4.556
H 1.819 0.787 2.321
H 2.340 1.139 3.994
H 0.531 1.009 5.847
H -1.902 1.222 6.299
H -3.494 1.145 4.369
H -2.535 0.924 2.069
C 6.016 1.401 -0.465
C 4.504 1.381 -0.236
N 3.929 0.111 -0.631
C 3.744 -0.197 -1.936
S 4.342 0.718 -3.189
N 3.115 -1.354 -2.236
C 3.205 -2.556 -1.443
C 4.632 -3.114 -1.515
H 6.426 2.372 -0.199
H 6.206 1.219 -1.518
H 6.516 0.636 0.125
H 4.053 2.190 -0.824
H 4.283 1.548 0.822
H 3.285 -0.326 0.023
H 3.011 -1.490 -3.232
H 2.496 -3.283 -1.842
H 2.915 -2.358 -0.410
H 4.886 -3.363 -2.545
H 4.742 -4.003 -0.899
H 5.348 -2.368 -1.177

Model x:
95
Properties=species:S:1:pos:R:3 method="wB97M-V/def2-TZVPD" gap_ev=5.08 total_charge=-2
Cs -0.747 -0.573 -0.429
O 2.548 4.513 -2.398
C 1.519 3.941 -2.006
N 1.002 2.784 -2.387
C 1.132 2.303 -3.629
O 1.066 2.909 -4.702
C 1.245 0.783 -3.700
C 0.835 0.123 -4.858
C 0.955 -1.251 -4.922
C 1.511 -1.926 -3.844
C 1.912 -1.178 -2.752
N 1.774 0.144 -2.664
C 0.805 4.589 -0.811
C 1.440 5.649 -0.160
C 0.801 6.271 0.894
C -0.466 5.830 1.261
C -1.018 4.778 0.549
N -0.405 4.160 -0.457
H 0.429 0.717 -5.664
H 0.608 -1.795 -5.793
H 1.614 -3.002 -3.827
H 2.362 -1.666 -1.891
H 2.416 5.942 -0.519
H 1.276 7.092 1.421
H -1.014 6.284 2.077
H -2.003 4.400 0.806
C -3.005 -2.085 -4.270
C -2.695 -2.122 -2.773
O -1.518 -1.821 -2.440
C -3.742 -2.498 -1.927
C -3.796 -2.499 -0.487
C -5.027 -3.132 0.129
N -2.881 -1.965 0.272
N -3.213 -1.984 1.641
C -2.290 -1.518 2.442
O -1.111 -1.104 2.215
C -2.757 -1.475 3.888
C -4.069 -1.767 4.262
C -4.463 -1.673 5.586
C -3.555 -1.292 6.569
C -2.244 -1.013 6.210
C -1.854 -1.105 4.880
H -2.341 -1.365 -4.747
H -4.044 -1.823 -4.474
H -2.806 -3.067 -4.710
H -4.656 -2.808 -2.421
H -5.682 -3.527 -0.648
H -5.571 -2.409 0.738
H -4.740 -3.936 0.808
H -4.761 -2.058 3.484
H -5.490 -1.896 5.857
H -3.867 -1.218 7.605
H -1.523 -0.714 6.962
H -0.839 -0.878 4.580
O 2.344 0.182 2.410
C 1.509 0.489 3.528
C 1.573 1.959 3.905
C 0.628 2.827 3.073
C -0.821 2.522 3.356
C -1.381 2.782 4.607
C -2.704 2.457 4.835
C -3.437 1.881 3.809
C -2.799 1.662 2.599
N -1.526 1.972 2.371
H 1.884 0.443 1.603
H 1.880 -0.131 4.351
H 0.487 0.171 3.299
H 2.603 2.305 3.782
H 1.327 2.063 4.968
H 0.789 2.663 2.005
H 0.828 3.886 3.257
H -0.773 3.228 5.386
H -3.156 2.633 5.804
H -4.464 1.574 3.946
H -3.325 1.182 1.781
C 5.229 -3.281 2.939
C 4.347 -2.634 1.885
N 2.956 -3.037 2.027
C 2.353 -3.929 1.215
S 3.179 -4.806 0.021
N 1.031 -4.117 1.389
C 0.215 -3.732 2.527
C 0.403 -4.650 3.725
H 6.267 -2.964 2.827
H 5.188 -4.367 2.840
H 4.902 -3.015 3.946
H 4.678 -2.919 0.887
H 4.367 -1.546 1.953
H 2.355 -2.341 2.446
H 0.626 -4.706 0.681
H -0.817 -3.740 2.179
H 0.386 -2.689 2.790
H 0.121 -5.677 3.485
H -0.223 -4.302 4.548
H 1.442 -4.655 4.061

Stability ranking, top entry: model x; the second entry is 0.594 eV less favorable.

Model w:
21
Properties=species:S:1:pos:R:3 method="wB97M-V/def2-TZVPD" gap_ev=9.49 total_charge=0
C 1.418 -1.198 -1.887
C 1.487 -0.427 -0.542
C -0.989 -0.355 -0.204
C -1.453 -0.754 1.244
C -0.062 -0.191 1.521
C -0.173 1.286 1.114
C -0.909 1.140 -0.187
H 2.326 -1.006 -2.483
H 0.568 -0.897 -2.485
H 1.319 -2.262 -1.701
H 2.365 -0.447 0.047
H 1.282 0.699 -1.036
H -1.309 -0.871 -1.150
H -2.367 -0.272 1.539
H -1.451 -1.809 1.587
H 0.533 -0.330 2.337
H 0.625 2.048 1.241
H -1.348 2.850 0.957
H -0.722 1.795 -1.119
N 0.338 -0.872 0.217
N -1.476 1.873 0.991

Model x:
21
Properties=species:S:1:pos:R:3 method="wB97M-V/def2-TZVPD" gap_ev=8.79 total_charge=0
C -1.343 0.449 -0.325
C -0.846 -1.066 -0.478
C 0.452 -1.266 0.487
C 0.043 0.844 0.159
C 1.334 1.773 0.047
C 2.306 0.266 0.104
C 1.797 -0.940 0.055
H -2.898 -0.730 0.053
H -3.501 1.433 -0.451
H -1.856 0.841 -1.351
H -0.494 -1.608 -1.490
H -1.651 -1.860 -0.022
H 0.256 -2.280 0.958
H -0.639 0.215 1.810
H 0.370 0.280 -0.715
H 1.986 2.028 -0.917
H 1.522 2.723 0.784
H 3.344 0.451 -0.319
H 2.308 -2.013 -0.280
N -2.673 0.527 0.590
N 0.185 -0.067 1.303

Stability ranking, top entry: model w; the second entry is 8.814 eV less favorable.

Model w:
16
Properties=species:S:1:pos:R:3 method="wB97M-V/def2-TZVPD" gap_ev=10.84 total_charge=0
C -1.673 0.208 -0.339
C -1.360 -1.215 0.077
C 0.047 -0.872 -0.193
C 1.749 0.355 -0.452
C 0.401 1.153 0.376
H -2.042 -0.094 -1.602
H -2.309 0.847 0.388
H -1.553 -1.297 1.114
H -1.821 -2.042 -0.519
H 0.186 -0.285 -1.255
H 1.877 0.244 -1.499
H 2.936 0.688 -0.388
H 0.694 2.093 1.079
O 1.506 -1.150 -0.031
O -0.736 1.377 -0.393
O 0.110 0.033 1.158

Model x:
16
Properties=species:S:1:pos:R:3 method="wB97M-V/def2-TZVPD" gap_ev=8.91 total_charge=0
C -2.600 0.240 -0.435
C -0.396 0.740 0.118
C -3.928 -0.175 0.129
C 2.550 0.421 -0.561
C 1.782 0.396 0.742
O -0.134 1.802 -0.400
O -1.607 0.264 0.365
O 0.478 -0.083 0.612
H -3.927 -0.322 1.155
H -4.238 -1.041 -0.395
H -4.658 0.537 0.072
H 3.613 0.563 -0.389
H 2.434 -0.632 -1.136
H 2.103 1.122 -1.348
H 1.789 1.296 1.245
H 2.274 -0.350 1.306

Stability ranking, top entry: model x; the second entry is 5.478 eV less favorable.

Model w:
8
Properties=species:S:1:pos:R:3 method="wB97M-V/def2-TZVPD" multiplicity=3 gap_ev="7.47 / 7.27" total_charge=0
C -0.033 -0.372 -0.008
C 0.803 0.167 0.785
C -1.074 -0.256 -1.021
N 1.368 0.687 1.967
O -0.293 -1.416 -0.838
H -2.108 -0.320 -0.702
H -0.878 0.312 -1.924
H 2.216 1.199 1.742

Model x:
8
Properties=species:S:1:pos:R:3 method="wB97M-V/def2-TZVPD" multiplicity=3 gap_ev="4.00 / 4.66" total_charge=0
C 1.837 0.583 -0.161
C -1.884 -0.153 0.105
C -1.292 0.871 0.073
N 2.685 -0.296 -0.001
O 1.138 1.467 -0.099
H -2.252 -1.216 -0.018
H 3.080 -0.985 -0.512
H -0.852 1.894 -0.118

Stability ranking, top entry: model w; the second entry is 3.089 eV less favorable.

Model w:
14
Properties=species:S:1:pos:R:3 method="wB97M-V/def2-TZVPD" gap_ev="7.60 / 6.62" total_charge=0
C 0.174 0.615 1.092
C 0.238 0.279 -0.164
C 0.029 -1.179 -0.587
C 0.068 -0.842 -2.089
C 0.400 0.604 -1.618
C 0.086 0.818 2.564
I -0.851 2.180 -2.559
H 0.670 -1.785 -0.006
H -1.036 -1.322 -0.182
H 0.879 -1.310 -2.639
H -0.959 -0.871 -2.472
H 1.182 0.907 2.908
H -0.574 0.057 2.961
H -0.308 1.850 2.792

Model x:
14
Properties=species:S:1:pos:R:3 method="wB97M-V/def2-TZVPD" gap_ev=8.36 total_charge=0
C -0.021 -1.275 0.029
C -1.110 -0.795 -0.487
C 1.190 -0.594 0.629
C 0.929 0.912 0.563
C 1.627 1.320 -0.697
C -2.270 -0.479 -0.929
I -4.118 0.219 0.215
H 0.187 -2.380 -0.109
H 1.240 -0.848 1.673
H 2.135 -0.752 0.233
H -0.075 1.387 0.717
H 1.611 1.490 1.263
H 0.911 1.992 -1.146
H -2.237 -0.197 -1.955

Stability ranking, top entry: model w; the second entry is 0.780 eV less favorable.